17
Properties=species:S:1:pos:R:3:forces:R:3 method="wB97M-V/def2-TZVPD" relative_energy_ev=6.940 e_homo_ev=-9.29 energy_ha=-359.9422
C 0.95790 -1.23609 0.12521 5.12 -2.97 0.92
C 1.10594 1.16609 0.18191 -0.40 3.63 1.17
C -0.37288 0.68054 -0.07685 3.21 -1.37 -1.13
C -1.77160 1.06377 0.12024 -4.59 0.35 -0.51
C -0.39316 -0.69864 0.54709 -1.65 0.97 1.38
H 1.24156 -1.84315 -0.85998 -1.99 1.25 1.84
H 1.61300 -1.93526 0.86837 -2.38 1.46 -1.08
H 2.01575 -0.09262 -1.26214 0.68 0.84 4.95
H 1.41566 1.71630 1.31576 -1.32 -1.37 -3.48
H 1.13627 1.86107 -0.75859 1.17 -0.38 2.42
H -0.12791 0.41376 -1.20948 -1.47 0.59 1.39
H -2.45209 2.04610 0.21673 2.42 -1.93 -0.33
H -1.48733 -1.53192 -1.01040 -1.38 1.04 2.64
H -0.53506 -0.42870 1.73259 0.60 -1.39 -2.59
N 2.00367 0.00667 0.03711 -2.90 -1.44 -6.04
N -2.57425 0.01591 -0.00347 2.19 1.08 0.36
N -1.77548 -1.20385 0.03589 2.68 -0.37 -1.90

13
Properties=species:S:1:pos:R:3:forces:R:3 method="wB97M-V/def2-TZVPD" smiles=COCCO relative_energy_ev=2.159 e_homo_ev=-9.71 energy_ha=-269.5155
C 0.54574 -1.84331 0.58437 0.15 -0.32 -0.05
O 0.04764 -0.59097 0.98961 0.11 0.25 -0.27
C -0.61023 0.04706 -0.08381 0.31 0.20 -0.85
C -0.51952 1.55651 -0.04721 0.57 0.54 -0.66
O 0.35527 1.85393 -1.21546 -0.18 1.28 0.77
H 1.08128 -2.28641 1.42772 -0.09 0.10 -0.10
H -0.25936 -2.52955 0.27657 0.07 0.14 0.08
H 1.23472 -1.72933 -0.26698 -0.08 -0.06 0.16
H -0.00294 0.12998 -1.03603 -0.76 -2.46 0.61
H -1.61379 -0.39434 -0.23220 0.32 0.34 0.00
H -1.46807 2.04415 -0.28705 0.24 0.00 0.13
H -0.08745 1.95247 0.87521 -0.14 -0.06 -0.09
H 1.29670 1.78982 -0.98472 -0.53 0.06 0.26

9
Properties=species:S:1:pos:R:3:forces:R:3 method="wB97M-V/def2-TZVPD" smiles="O=COP(O)O" relative_energy_ev=0.200 e_homo_ev=-9.98 energy_ha=-682.2869
O 2.88814 -0.05903 0.12517 0.31 -0.12 0.12
C 1.80280 0.23317 -0.25693 0.09 0.75 -0.58
O 0.70767 -0.43285 0.09777 -0.89 -0.51 0.38
P -0.85031 -0.07004 -0.42856 0.37 -0.02 -0.21
O -1.58449 -1.29520 0.32314 -0.07 0.27 0.38
O -1.13754 1.08097 0.66646 0.36 -0.16 0.32
H 1.60340 1.08067 -0.94080 0.09 -0.09 0.08
H -1.51129 -2.14943 -0.10107 0.04 -0.27 -0.28
H -1.91838 1.61174 0.51483 -0.28 0.15 -0.21